1.
141
Properties=species:S:1:pos:R:3:forces:R:3:mulliken_charge:R:1 method="wB97M-V/def2-TZVPD" multiplicity=1 homo_lumo_gap_ev=7.219 total_energy_ev=-141902.0118 homo_ev=-7.2 smiles="CCOC[C@](S)(CC[C@@H](C)CCC=C(C)C)O[C@H](COC)[C@H](CCCF)N(CC(=O)F)S(=O)(=O)C(F)(F)C(F)(F)C(F)(F)C(F)(F)F.CCOP(=O)(OCC)OCC.CCOP(=O)(OCC)OCC"
C -2.536355 8.595973 -1.633229 0.205 -0.411 -0.353 -1.149
C -2.362326 7.378680 -0.724467 0.515 1.220 -0.566 -0.327
O -2.124868 6.272936 -1.571475 -0.593 -0.138 0.425 -0.171
C -2.112900 5.057121 -0.869861 1.104 -0.647 0.192 -1.603
C -1.722005 3.941505 -1.874692 -1.404 2.223 -0.320 1.505
S -0.020412 4.336533 -2.467822 0.985 -1.040 -0.084 -0.206
C -2.676458 4.045074 -3.086556 -0.620 -0.238 0.159 -2.054
C -4.186658 4.175625 -2.747723 0.282 -0.104 -0.979 -0.912
C -4.829532 5.471069 -3.270246 -0.474 0.458 0.620 1.924
C -4.771865 5.587634 -4.793756 -0.248 -0.035 0.013 -1.848
C -6.283943 5.518709 -2.694937 0.126 -0.308 -1.171 -0.569
C -7.370807 6.012997 -3.666529 -0.944 -2.120 0.606 -0.329
C -8.748911 5.860268 -3.006429 0.201 0.309 -0.116 -0.942
C -8.983816 5.437015 -1.717155 -0.559 -0.394 0.304 0.707
C -8.825102 3.996698 -1.235505 2.411 0.899 0.429 -1.308
C -9.474497 6.424892 -0.663072 -1.111 -1.183 -0.791 -1.145
O -1.801965 2.749380 -1.141281 0.640 -0.115 -0.262 -0.426
C -1.579439 1.560008 -1.888826 0.279 -0.117 -0.189 -0.443
C -2.912518 0.862286 -2.181567 -0.109 0.051 -0.520 -1.346
O -3.758508 0.763221 -1.057739 0.239 -0.272 -0.266 -0.334
C -5.122223 1.042577 -1.333144 -0.207 -0.284 0.910 -0.886
C -0.559481 0.598140 -1.219438 -1.760 -0.847 0.945 -1.471
C -1.194997 -0.207709 -0.034700 -0.088 0.086 -0.174 -0.941
C -1.830197 -1.548484 -0.429180 0.231 -0.551 0.462 -1.046
C -0.872764 -2.570221 -1.044751 -0.078 -0.147 -0.166 0.088
F -1.586289 -3.364506 -1.954032 -0.051 0.053 -0.019 -0.436
N 0.682099 1.261544 -0.802319 0.164 -0.637 0.430 0.762
C 0.641506 1.994799 0.449289 0.191 1.418 1.047 -0.687
C 1.296520 3.378346 0.376385 1.400 0.484 -1.537 -0.073
O 2.235401 3.686918 -0.293310 -1.247 -0.441 1.276 -0.408
F 0.702034 4.294775 1.192291 0.062 -0.652 -0.087 -0.311
S 2.087605 0.562986 -1.295181 1.013 0.598 -3.795 1.437
O 2.732541 1.437251 -2.218473 0.360 1.065 0.913 -0.769
O 1.935028 -0.722019 -1.920383 -1.130 -0.843 1.574 -0.645
C 3.347933 0.302346 0.049068 0.196 0.836 0.885 0.242
F 4.510529 0.161089 -0.581491 -0.256 -0.698 -0.252 -0.227
F 3.520817 1.398577 0.823935 -0.677 -0.037 -0.015 -0.257
C 3.083599 -0.871290 1.023134 0.773 -0.545 0.378 0.659
F 4.032078 -0.776570 1.988731 0.213 0.047 -0.230 -0.352
F 1.906636 -0.735415 1.663307 -0.227 0.318 -0.436 -0.256
C 3.160890 -2.327170 0.466966 -0.362 -0.496 0.423 0.836
F 1.911736 -2.732673 0.171535 -0.024 0.147 0.048 -0.175
F 3.913860 -2.484484 -0.619097 0.196 0.454 0.030 -0.256
C 3.686135 -3.344229 1.545514 -0.439 -1.225 -0.945 0.292
F 3.036753 -3.235472 2.697451 0.427 0.423 0.111 -0.118
F 3.383411 -4.562246 1.050883 0.071 0.138 0.073 -0.271
F 5.008905 -3.329880 1.689252 -0.440 0.681 0.707 -0.273
H -2.682731 9.518015 -1.070906 -0.175 -0.100 0.007 0.413
H -3.346534 8.417301 -2.345041 -0.156 0.206 0.240 0.226
H -1.640870 8.719849 -2.250049 0.019 -0.002 0.170 0.267
H -1.464717 7.571154 -0.119348 -0.241 -0.299 0.309 0.354
H -3.245496 7.264817 -0.085169 0.093 -0.336 -0.013 0.293
H -1.323977 5.063941 -0.101585 -0.143 0.096 -0.009 0.690
H -3.051310 4.830546 -0.349150 -0.129 0.091 -0.317 0.316
H -0.040212 5.658130 -2.716672 -0.680 -0.186 0.223 0.176
H -2.547117 3.202708 -3.772057 0.280 0.030 0.148 0.794
H -2.405370 4.919320 -3.676107 0.269 0.000 0.247 0.828
H -4.423302 4.035549 -1.692419 0.179 0.033 -0.003 0.307
H -4.700618 3.371501 -3.294569 -0.114 -0.003 0.285 0.720
H -4.310597 6.343417 -2.860535 0.225 -0.198 -0.006 -0.920
H -3.752462 5.564481 -5.184782 -0.038 -0.127 0.093 0.424
H -5.209918 6.531459 -5.129324 0.046 -0.051 0.066 0.435
H -5.359687 4.791146 -5.262103 0.213 -0.036 -0.046 0.378
H -6.541661 4.490976 -2.422977 -0.041 0.109 0.083 -0.082
H -6.346374 6.130260 -1.790373 0.172 -0.126 0.031 0.393
H -7.404144 5.437637 -4.597447 0.561 0.358 -0.189 0.344
H -7.222311 7.078680 -3.861148 -0.252 -0.058 -0.200 0.316
H -9.612131 6.148657 -3.617200 0.257 1.812 0.645 0.346
H -7.808370 3.865611 -0.816963 -0.188 -0.389 0.057 0.237
H -8.941566 3.283539 -2.045645 -0.146 0.020 0.062 0.318
H -9.494542 3.799624 -0.398438 -0.235 0.041 -0.259 0.485
H -8.628409 7.071788 -0.429586 -0.223 0.253 -0.133 0.213
H -9.747201 5.899395 0.256567 -0.227 0.153 -0.061 0.371
H -10.335457 6.971538 -1.066082 0.195 0.418 0.302 0.350
H -1.144542 1.794075 -2.869515 -0.010 0.183 0.130 0.622
H -3.457487 1.394462 -2.967781 0.293 0.216 0.042 0.745
H -2.672492 -0.117528 -2.626954 -0.162 -0.028 0.224 0.450
H -5.714571 0.436908 -0.639935 0.083 0.005 -0.077 0.302
H -5.435022 0.761025 -2.341492 0.172 0.231 -0.058 0.413
H -5.331991 2.086074 -1.084992 -0.091 0.023 -0.429 0.212
H -0.406356 -0.153376 -1.995250 0.773 0.318 -0.036 1.162
H -0.442851 -0.430203 0.730885 0.092 0.133 -0.198 0.897
H -1.966665 0.397803 0.446437 0.103 -0.037 0.029 0.235
H -2.199534 -1.998127 0.499587 -0.167 0.133 -0.098 0.502
H -2.700170 -1.476477 -1.079694 0.126 0.271 -0.021 0.243
H -0.035847 -2.138710 -1.598435 -0.072 0.056 0.088 0.047
H -0.477954 -3.266371 -0.302081 0.054 0.170 0.030 0.243
H 1.147925 1.509587 1.292188 -0.069 -0.206 -0.193 0.756
H -0.369592 2.184080 0.805951 -0.155 -0.392 -0.486 0.649
O 0.465143 -6.181741 7.106296 1.029 -0.474 -3.385 -0.799
P -0.409480 -5.230282 6.359447 -3.782 2.442 5.036 1.123
O 0.010001 -3.776065 6.996146 -0.053 -0.439 -0.706 -0.285
C 1.387404 -3.393883 6.949700 0.394 0.009 0.011 -0.678
C 1.807375 -2.921984 5.566864 -0.057 0.216 0.041 -0.714
O -1.848300 -5.539486 7.098100 0.262 -0.060 -0.598 -0.407
C -2.043636 -6.762532 7.816559 0.010 -0.019 0.394 -0.384
C -1.777256 -6.571137 9.298184 -0.113 0.141 0.158 -1.020
O -1.177170 -4.667460 5.038091 2.378 -1.674 -0.639 -0.346
C -2.129705 -3.593842 5.123007 -0.464 0.612 -0.177 -0.186
C -1.526532 -2.227010 4.864338 0.234 0.152 0.191 -0.847
H 2.018459 -4.223553 7.274297 -0.140 -0.094 0.010 0.373
H 1.518320 -2.589472 7.673723 -0.156 -0.027 0.027 0.324
H 1.451143 -3.595982 4.785371 0.097 -0.072 0.037 0.156
H 2.893909 -2.850378 5.500754 -0.009 -0.062 0.024 0.491
H 1.398924 -1.932866 5.357155 -0.036 -0.025 -0.059 0.233
H -1.429454 -7.558426 7.400885 0.150 0.095 0.011 0.337
H -3.083574 -7.059797 7.667797 -0.016 0.179 -0.110 0.355
H -0.877517 -5.983585 9.477282 0.126 -0.145 -0.165 0.272
H -1.670617 -7.532827 9.801989 -0.030 -0.001 -0.009 0.346
H -2.600508 -6.027536 9.765153 -0.024 -0.037 -0.002 0.297
H -2.661476 -3.608926 6.071378 0.160 -0.190 0.085 0.244
H -2.861430 -3.801864 4.341424 0.121 -0.256 -0.013 0.420
H -1.053977 -1.817336 5.754877 0.077 -0.104 0.011 0.261
H -2.308035 -1.521095 4.574563 -0.062 -0.138 -0.090 0.460
H -0.776841 -2.270491 4.073379 -0.101 -0.014 -0.088 0.011
O 10.502388 -6.004372 -3.118150 -1.503 -3.093 0.948 -0.793
P 9.473728 -5.579675 -2.122767 1.136 6.650 0.261 1.024
O 8.500647 -4.593595 -3.002314 0.036 -0.700 0.458 -0.277
C 7.910963 -5.116044 -4.195999 -0.076 -0.191 -0.345 -0.473
C 6.732462 -6.033676 -3.908147 -0.142 0.160 0.019 -0.841
O 10.366321 -4.507354 -1.245758 -0.277 -0.567 0.091 -0.379
C 11.795920 -4.554138 -1.286689 0.197 0.254 -0.209 -0.388
C 12.343282 -3.569511 -2.303580 -0.010 0.238 -0.005 -1.028
O 8.463749 -5.808263 -0.868935 0.696 -2.522 -1.435 -0.387
C 7.770779 -4.706775 -0.252831 -0.562 0.443 0.395 -0.236
C 6.382830 -4.473494 -0.813059 -0.096 0.129 -0.351 -0.276
H 8.664056 -5.642137 -4.786149 0.108 0.031 0.122 0.382
H 7.580803 -4.260654 -4.785559 0.060 0.079 0.119 0.313
H 6.962387 -6.749012 -3.115609 0.053 -0.065 -0.093 0.230
H 6.450041 -6.583711 -4.806973 0.064 -0.009 0.004 0.396
H 5.863919 -5.458634 -3.587315 0.005 -0.028 0.063 0.188
H 12.145180 -5.565549 -1.483596 -0.096 -0.017 -0.146 0.334
H 12.154797 -4.287594 -0.290439 -0.200 0.027 0.045 0.350
H 11.780484 -3.592730 -3.236030 0.014 -0.252 -0.001 0.273
H 13.390925 -3.779485 -2.524243 0.002 0.009 0.029 0.344
H 12.269728 -2.549375 -1.922472 0.033 -0.009 0.026 0.298
H 8.362114 -3.794939 -0.291723 0.182 -0.128 -0.154 0.298
H 7.676936 -4.984102 0.798261 0.190 -0.209 -0.064 0.387
H 6.408572 -3.885447 -1.729022 0.092 -0.090 -0.059 0.186
H 5.779897 -3.909968 -0.099314 0.388 -0.309 -0.226 -0.208
H 5.880881 -5.416481 -1.033054 -0.011 -0.015 0.143 0.293



2.
31
Properties=species:S:1:pos:R:3:forces:R:3:nbo_charge:R:1 method="wB97M-V/def2-TZVPD" e_above_lowest_kj_mol=368.3 multiplicity=1 homo_lumo_gap_ev=8.711 total_energy_ev=-19644.7235 homo_ev=-9.5 smiles="CC(=O)N[C@@H]1C(=O)N=NN1CCC(C)C"
O 2.068600 1.568701 2.444728 -2.099 -3.012 0.293 -0.634
O -1.655280 2.431928 3.653595 0.420 -1.212 -3.834 -0.483
N -2.867478 2.495835 1.673860 -0.674 -1.398 -2.391 -0.310
N -2.753306 1.973911 0.475738 2.470 0.368 3.016 0.110
C 1.340048 0.519566 2.435698 2.806 4.640 -1.111 0.674
C -1.709467 2.217186 2.430258 0.398 2.223 2.539 0.605
N 0.110670 0.581244 1.846316 -1.709 -1.930 1.570 -0.614
N -1.490695 1.396159 0.319118 -3.125 0.490 -2.097 -0.252
C 1.922603 -0.840847 2.723652 -0.396 0.872 -2.788 -0.699
C -0.610751 1.778801 1.389116 -0.304 -2.370 1.284 -0.016
C 0.706761 -0.843081 -3.297731 1.741 -0.634 -2.026 -0.614
C 0.254123 -2.438638 -1.478972 0.872 -1.184 -0.426 -0.602
C -1.214901 0.941539 -1.098689 5.057 3.843 2.246 -0.190
C -0.134775 -0.065127 -1.058032 0.178 -0.892 -1.573 -0.406
C -0.184632 -1.169080 -2.178210 -1.868 0.818 1.220 -0.221
H -0.510192 -0.211920 2.196852 0.850 1.568 -1.008 0.397
H 2.941489 -0.746923 2.290143 -0.527 -0.368 0.743 0.258
H 1.883675 -1.080891 3.740374 0.131 -0.566 1.427 0.243
H 1.335410 -1.502927 2.062743 0.418 -0.373 0.693 0.214
H 0.100366 2.524949 1.095782 0.415 0.674 0.165 0.264
H 1.718638 -0.578966 -2.852189 -1.050 -0.048 -0.942 0.207
H 0.857719 -1.749406 -3.964241 -0.016 0.842 0.806 0.212
H 0.317500 -0.096208 -4.014057 0.379 0.140 0.690 0.218
H 0.263616 -3.377030 -2.133608 0.294 1.411 0.604 0.215
H -0.488160 -2.663770 -0.715982 0.348 -0.049 0.473 0.207
H 1.304953 -2.228869 -1.048186 -1.623 -0.701 -0.445 0.206
H -2.024536 0.701172 -1.615490 -3.946 -1.134 -1.490 0.216
H -0.683431 1.755511 -1.649574 -1.169 0.262 0.258 0.186
H -0.335932 -0.554303 -0.169298 0.324 -1.322 1.781 0.208
H 0.821969 0.478272 -0.997032 -0.056 -0.699 0.009 0.208
H -1.284603 -1.216784 -2.506679 1.461 -0.260 0.314 0.195



3.
13
Properties=species:S:1:pos:R:3:forces:R:3:nbo_charge:R:1 method="wB97M-V/def2-TZVPD" e_above_lowest_kj_mol=328.3 multiplicity=1 homo_lumo_gap_ev=9.762 total_energy_ev=-9373.6931 homo_ev=-9.1 smiles="O=C1CC=CCO1"
C -1.715421 -0.056158 0.089213 -0.359 -0.374 -1.765 0.820
C -0.687902 1.251759 0.120133 0.743 1.565 -2.551 -0.569
C 0.899506 0.961899 -0.000489 -2.523 -4.930 -0.299 -0.202
C 1.344060 -0.346404 -0.174179 -1.414 5.045 -0.543 -0.250
C 0.410081 -1.454793 -0.065309 1.814 -3.004 4.340 -0.081
H -0.827365 1.772071 -0.986919 -0.380 -1.011 2.925 0.247
H -0.768352 2.086870 0.918149 -0.720 -1.698 -1.254 0.254
H 1.565496 1.765459 -0.105744 0.581 1.106 0.213 0.212
H 2.404650 -0.419027 -0.260248 0.470 -0.857 -0.237 0.232
H 0.814597 -1.709925 1.152661 -0.825 -0.559 -3.219 0.187
H 0.418048 -2.445210 -0.689714 0.626 2.197 0.927 0.233
O -2.937471 -0.194587 -0.191882 5.511 1.254 1.834 -0.541
O -0.919930 -1.211952 0.194329 -3.525 1.265 -0.372 -0.541